This record from the Open Molecules 2025 dataset describes C10H21ClNO3P2Ru as an isolated structure at a distorted geometry. The level of theory is ωB97M-V/def2-TZVPD.

Geometry (Å):
C 0.238 -0.164 -4.622
C 0.582 0.000 -3.198
H 1.161 -0.127 -5.225
H -0.466 0.606 -4.970
H -0.243 -1.139 -4.768
O 1.605 0.024 -2.598
Cl -1.098 0.136 -2.285
Ru 0.062 0.019 0.131
P -0.234 2.241 0.434
C 0.982 3.282 1.288
C -0.246 2.874 -1.252
H -0.166 3.954 -1.258
H -1.890 3.842 1.201
H -1.175 2.555 -1.721
H -2.640 2.336 0.552
H 1.989 3.032 0.934
H 0.586 2.416 -1.799
C -1.826 2.747 1.165
H 0.758 4.337 1.083
H -1.883 2.338 2.181
H 0.905 3.086 2.365
P -0.027 -2.169 0.806
C 1.276 -3.001 1.785
C -1.602 -2.789 1.504
H -0.682 -2.575 -1.453
H 0.074 -4.013 -0.659
H 1.088 -2.644 -1.223
C 0.120 -2.936 -0.803
H -2.427 -2.375 0.906
H -1.603 -3.888 1.450
H 1.126 -4.089 1.699
H 1.214 -2.699 2.840
H -1.710 -2.472 2.553
H 2.252 -2.716 1.367
C 1.829 0.167 0.547
O 2.806 0.262 1.142
O -0.237 -0.348 4.479
C -0.272 -0.132 3.312
N -0.225 0.019 2.113

Summary:
Electronic energy ... -52004.5911 eV
Spin multiplicity ... 6
Total charge ... +2
LUMO level (spin up / spin down) ... -6.35 / -11.11 eV
HOMO-LUMO gap (spin up / spin down) ... 7.3 / 5.4 eV

Atomic partial charges in e from the Löwdin method, atoms 1 to 2: -0.045 -0.650

---

This record from the Open Molecules 2025 dataset describes a 7-piece molecular cluster, C14H21N7 overall. The level of theory is ωB97M-V/def2-TZVPD.

Geometry (Å):
C 1.762 -2.233 2.637
C 1.275 -3.591 2.796
N 0.914 -4.674 2.921
H 2.647 -2.250 2.007
H 1.989 -1.766 3.591
H 1.012 -1.642 2.112
C -3.413 1.212 2.912
C -4.682 0.606 2.544
N -5.673 0.113 2.261
H -2.870 1.602 2.058
H -2.792 0.429 3.361
H -3.548 1.952 3.697
C 1.345 -3.291 -4.201
C 0.570 -2.072 -4.112
N -0.066 -1.121 -4.039
H 2.405 -3.132 -4.019
H 1.245 -3.726 -5.195
H 0.978 -4.000 -3.459
C 0.943 4.430 1.302
C 1.461 4.268 -0.046
N 1.871 4.155 -1.113
H 1.380 3.729 2.004
H -0.138 4.321 1.288
H 1.143 5.455 1.624
C -2.248 4.656 -1.026
C -2.044 5.786 -0.132
N -1.902 6.663 0.591
H -2.519 3.793 -0.421
H -1.359 4.456 -1.616
H -3.091 4.874 -1.683
C 2.788 -5.431 -0.892
C 2.224 -4.107 -0.689
N 1.772 -3.084 -0.450
H 2.273 -5.990 -1.671
H 2.681 -5.985 0.042
H 3.840 -5.371 -1.163
C -0.235 -0.253 -0.886
C -0.621 0.946 -0.150
N -0.929 1.889 0.424
H 0.485 0.042 -1.646
H -1.116 -0.692 -1.344
H 0.245 -0.963 -0.217

Summary:
Structure (SMILES) ... CC#N.CC#N.CC#N.CC#N.CC#N.CC#N.CC#N
Electronic energy ... -25287.2762 eV
Total charge ... 0
LUMO level ... 0.08 eV
HOMO-LUMO gap ... 11.5 eV
ΔE to the lowest compared entry with this formula, charge and spin ... 0.0 kcal/mol

Atomic partial charges in e from the Löwdin method, atoms 1 to 2: -0.089 -0.301

---

What is the total charge in the second record?
0

---

What is the total charge in the second record?
0